Entry i
ORCA calculation (ωB97M-V/def2-TZVPD) on a cluster of 2 separate species, C5H13NO2 in total.

For the HOMO energy (alpha / beta), the calculation gives -6.16 / -6.58 eV. For the gap between HOMO and LUMO (alpha / beta), the calculation gives 6.97 / 7.04 eV. Its SMILES is COC(C)=O.CCN.

Last column: Löwdin charge in e.
CARTESIAN COORDINATES (ANGSTROEM)
1 C 0.63275 -1.55522 -1.62277  -0.257
2 O 0.89670 -0.63347 -0.61433  -0.222
3 C 1.29582 -0.15069 0.93225  -0.447
4 C 2.69573 0.39386 0.78413  -0.008
5 O 0.96491 -0.93737 1.78631  0.043
6 H 0.48545 -2.23114 -2.47824  0.050
7 H -0.03528 -0.88330 -2.21388  0.076
8 H 1.24383 -2.39722 -1.23745  0.097
9 H 2.96620 0.95820 1.67728  0.083
10 H 3.39753 -0.43307 0.69503  0.096
11 H 2.77556 1.05057 -0.07848  0.081
12 C -2.71454 0.10101 0.14851  -0.113
13 C -1.49896 0.82114 -0.38455  -0.119
14 N -0.28381 1.07301 0.86638  0.099
15 H -3.57236 0.23764 -0.51650  0.079
16 H -3.06116 0.56004 1.07556  0.069
17 H -2.49421 -0.95328 0.29498  0.079
18 H -1.22098 0.41554 -1.35400  0.065
19 H -1.71369 1.87355 -0.56550  0.086
20 H -0.60540 0.63262 1.72511  0.076
21 H -0.15407 2.05759 1.08014  0.088


Entry ii
ORCA calculation (ωB97M-V/def2-TZVPD) on a cluster of 3 separate species, C5H13NO2 in total.

For the HOMO energy, the calculation gives -8.63 eV. For the gap between HOMO and LUMO, the calculation gives 9.42 eV. Its SMILES is [H]/N=C(C)\C=C\C.O.O.

Last column: Löwdin charge in e.
CARTESIAN COORDINATES (ANGSTROEM)
1 H 1.06392 0.02442 -2.59778  0.072
2 N 0.54456 -0.03978 -1.68202  0.095
3 C 0.84888 0.39177 -0.51496  -0.415
4 C 0.00494 -0.44273 0.41405  -0.088
5 C 1.74429 1.50678 -0.06121  -0.053
6 C 1.18791 2.22656 0.87118  -0.179
7 C 1.67637 3.40621 1.65922  -0.103
8 H -0.63292 0.15827 1.12013  0.074
9 H -0.80859 -0.94222 -0.08974  0.049
10 H 0.62448 -1.18221 0.99711  0.100
11 H 2.80253 1.44918 -0.33562  0.117
12 H 0.08713 2.22726 0.88880  0.115
13 H 2.54266 4.05157 1.47800  0.069
14 H 1.74556 3.19493 2.72956  0.072
15 H 0.93640 4.22621 1.50096  0.080
16 O -3.04007 -1.76840 -2.47861  -0.065
17 H -3.11716 -1.74432 -1.53892  0.020
18 H -2.51303 -1.53089 -3.23438  0.035
19 O -1.54820 -3.74932 1.46286  -0.049
20 H -1.20970 -4.61347 1.69014  0.028
21 H -1.99016 -3.42030 2.24261  0.026


Most stable = entry ii


Entry i
ORCA calculation (ωB97M-V/def2-TZVPD) on a cluster of 2 separate species, C5H13NO2 in total.

For the HOMO energy, the calculation gives -9.96 eV. For the gap between HOMO and LUMO, the calculation gives 10.64 eV. Its SMILES is CCNC(=O)CC.O.

Last column: Löwdin charge in e.
CARTESIAN COORDINATES (ANGSTROEM)
1 C 2.23109 1.55401 0.51453  -0.120
2 C 1.53420 0.40120 1.24632  -0.181
3 N 1.01714 -0.53370 0.11460  0.049
4 C -0.17178 -0.46492 -0.56449  -0.436
5 O -0.47595 -1.23668 -1.49190  0.000
6 C -1.13286 0.81021 -0.27393  -0.122
7 C -2.52913 0.54070 -0.90404  -0.108
8 H 1.98162 2.59140 0.63666  0.050
9 H 2.32323 1.59034 -0.62915  0.098
10 H 3.33221 1.44817 0.75655  0.077
11 H 0.81587 0.80007 1.90674  0.080
12 H 2.23273 -0.16140 1.91852  0.121
13 H 1.81647 -1.15755 -0.11916  0.154
14 H -0.73068 1.59890 -0.78150  0.068
15 H -1.22455 1.20281 0.69484  0.083
16 H -2.84235 0.38236 -1.95247  0.078
17 H -2.83917 -0.50241 -0.52912  0.093
18 H -3.21561 1.25592 -0.46746  0.056
19 O -0.79428 -3.69173 0.31146  -0.149
20 H -1.35530 -3.32426 -0.46267  0.060
21 H 0.02709 -3.10343 0.07567  0.050


Entry ii
ORCA calculation (ωB97M-V/def2-TZVPD) on a cluster of 2 separate species, C5H13NO2 in total.

For the HOMO energy, the calculation gives -9.47 eV. For the gap between HOMO and LUMO, the calculation gives 9.82 eV. Its SMILES is CC(C)[C@H](N)C=O.O.

Last column: Löwdin charge in e.
CARTESIAN COORDINATES (ANGSTROEM)
1 C 1.43719 -1.54379 0.19409  -0.077
2 C 0.58912 -0.59286 0.98933  -0.322
3 C 1.11791 0.63836 1.62824  -0.122
4 C -0.63208 -0.05600 -0.17506  -0.243
5 N -0.53201 1.44721 -0.17039  0.036
6 C -2.01779 -0.40234 0.32632  -0.222
7 O -2.62728 -1.45042 0.16846  0.027
8 H 2.04692 -1.03460 -0.53090  0.081
9 H 2.04490 -2.16269 0.76491  0.048
10 H 0.76868 -2.29023 -0.28725  0.096
11 H 0.02179 -1.01638 1.79069  0.113
12 H 1.50515 1.44624 0.96871  0.078
13 H 1.77191 0.31257 2.44176  0.083
14 H 0.26460 1.21050 2.08186  0.093
15 H -0.42629 -0.64835 -1.04565  0.089
16 H 0.30793 1.62412 -0.66060  0.055
17 H -1.22573 1.66985 -0.74597  -0.004
18 H -2.68144 0.40851 0.71355  0.132
19 O -0.96286 0.90022 -2.68631  -0.053
20 H -0.28328 1.50228 -2.87831  0.018
21 H -0.48733 0.03780 -2.88749  0.093


Most stable = entry i


Entry i
ORCA calculation (ωB97M-V/def2-TZVPD) on a cluster of 2 separate species, C5H13NO2 in total.

For the HOMO energy, the calculation gives -8.33 eV. For the gap between HOMO and LUMO, the calculation gives 9.02 eV. Its SMILES is C[C@H](O)[C@@H](N)O.C=C.

Last column: Löwdin charge in e.
CARTESIAN COORDINATES (ANGSTROEM)
1 C -0.45859 2.11161 0.07853  -0.042
2 C 0.45599 0.91244 -0.03263  -0.408
3 O 1.78913 1.30637 -0.07107  -0.008
4 C 0.08271 -0.16888 -0.99841  -0.440
5 N -1.07507 0.10537 -1.78430  0.082
6 O 1.25094 -0.55610 -1.74183  -0.029
7 H -0.37522 2.73665 -0.81225  0.082
8 H -1.49205 1.79433 0.18642  0.077
9 H -0.16182 2.71225 0.93677  0.082
10 H 0.28368 0.25583 1.07199  0.108
11 H 2.24121 0.71543 -0.69288  0.084
12 H -0.19740 -1.09341 -0.31058  0.105
13 H -1.41273 -0.71892 -2.26582  0.080
14 H -0.91008 0.84067 -2.46131  0.089
15 H 1.16471 -1.48203 -1.99442  0.098
16 C -0.34868 -2.01231 1.28674  -0.105
17 C -0.00216 -0.94859 2.08918  -0.125
18 H 0.36569 -2.79973 1.08583  0.059
19 H -1.38593 -2.29260 1.16353  0.059
20 H -0.77281 -0.46192 2.67562  0.074
21 H 0.95847 -0.95645 2.59089  0.077


Entry ii
ORCA calculation (ωB97M-V/def2-TZVPD) on a structure of composition C5H13NO2.

For the HOMO energy, the calculation gives -9.38 eV. For the gap between HOMO and LUMO, the calculation gives 10.15 eV.

Last column: Löwdin charge in e.
CARTESIAN COORDINATES (ANGSTROEM)
1 C 0.58269 1.61832 -1.34018  -0.117
2 N 0.86984 0.28754 -0.85571  -0.110
3 C -0.30536 -0.49063 -0.51219  -0.399
4 C -1.05012 0.20964 0.62536  -0.072
5 C -2.47413 -0.15571 0.68483  -0.365
6 O -2.95628 -1.09505 0.09996  0.024
7 C 0.17913 -1.86161 -0.01078  -0.039
8 H 0.28721 2.26114 -0.52309  0.063
9 H 1.45729 2.11750 -1.76829  0.087
10 H -0.24014 1.65723 -2.04932  0.082
11 H 1.45064 -0.24099 -1.48274  0.114
12 H -1.03906 -0.62075 -1.30815  0.138
13 H -0.75856 1.16276 1.04012  0.121
14 H -1.36009 -0.60161 1.42698  0.163
15 H -3.12095 0.53798 1.23253  0.131
16 H -0.66287 -2.52758 0.13112  0.080
17 H 0.72554 -1.74327 0.91703  0.077
18 H 0.85593 -2.30420 -0.75103  0.083
19 H 3.01070 1.14371 1.76903  0.027
20 H 1.89069 0.38542 1.04471  -0.011
21 O 2.65789 0.26016 1.62980  -0.078


Most stable = entry ii


Entry i
ORCA calculation (ωB97M-V/def2-TZVPD) on a cluster of 2 separate species, C5H13NO2 in total.

For the HOMO energy, the calculation gives -9.35 eV. For the gap between HOMO and LUMO, the calculation gives 9.72 eV. Its SMILES is CCCNCC=O.O.

Last column: Löwdin charge in e.
CARTESIAN COORDINATES (ANGSTROEM)
1 C 1.87335 2.88363 0.16227  -0.084
2 C 0.36575 2.31048 -0.09172  -0.203
3 C 0.45064 0.97736 -0.87654  -0.275
4 N 0.16828 -0.15947 -0.02928  -0.094
5 C -1.24506 -0.32926 0.32731  -0.175
6 C -1.28571 -1.23932 1.55773  -0.252
7 O -2.21660 -1.39081 2.29752  0.051
8 H 2.52962 2.04328 -0.05087  0.051
9 H 1.96495 3.12029 1.22050  0.057
10 H 2.05850 3.70555 -0.52436  0.057
11 H -0.26951 3.09869 -0.47480  0.092
12 H 0.17224 2.04821 0.95698  0.091
13 H 1.42155 0.85894 -1.34026  0.102
14 H -0.23687 1.21490 -1.70394  0.106
15 H 0.45479 -1.03744 -0.44817  0.107
16 H -1.76738 -0.81086 -0.51624  0.125
17 H -1.71387 0.63753 0.50113  0.122
18 H -0.30932 -1.63659 1.92127  0.122
19 O -1.14555 -5.59378 -1.03144  -0.066
20 H -0.26213 -6.00811 -1.12160  0.050
21 H -1.00767 -4.69319 -0.73550  0.015


Entry ii
ORCA calculation (ωB97M-V/def2-TZVPD) on a cluster of 2 separate species, C5H13NO2 in total.

For the HOMO energy, the calculation gives -8.70 eV. For the gap between HOMO and LUMO, the calculation gives 9.25 eV.

Last column: Löwdin charge in e.
CARTESIAN COORDINATES (ANGSTROEM)
1 C 0.09845 -2.27784 0.36120  -0.082
2 C 0.19405 -1.57640 -0.97517  -0.216
3 N -0.84987 -0.48061 -1.07822  -0.051
4 C -0.50323 0.52286 -2.10800  -0.040
5 H -0.86491 -2.82163 0.53738  0.087
6 H 0.89526 -3.01872 0.44589  0.077
7 H 0.23552 -1.54439 1.19565  0.086
8 H 1.18395 -1.07130 -1.03553  0.124
9 H 0.04959 -2.19527 -1.84406  0.109
10 H -0.86909 0.08114 -0.16179  0.052
11 H -1.75138 -0.97783 -1.22614  0.180
12 H 0.34186 1.09126 -1.77401  0.079
13 H -1.39443 1.24239 -2.25026  0.127
14 H -0.31191 -0.00418 -3.05868  0.093
15 O 1.25922 0.73846 0.60106  -0.067
16 C 0.30004 1.30308 1.20690  -0.675
17 O -0.93510 1.10533 0.93036  -0.083
18 C 0.65066 2.28120 2.35166  -0.025
19 H 0.33801 3.30114 2.09982  0.066
20 H 0.17527 1.99861 3.33254  0.085
21 H 1.75804 2.30269 2.44939  0.073


Most stable = entry ii


Entry i
ORCA calculation (ωB97M-V/def2-TZVPD) on a cluster of 2 separate species, C5H13NO2 in total.

For the HOMO energy, the calculation gives -8.87 eV. For the gap between HOMO and LUMO, the calculation gives 9.76 eV. Its SMILES is C=CCCNCO.O.

Last column: Löwdin charge in e.
CARTESIAN COORDINATES (ANGSTROEM)
1 C -1.26337 1.99190 -0.56868  -0.014
2 C -0.26133 1.60532 -1.34528  -0.170
3 C 1.15666 1.55672 -0.84172  -0.173
4 C 1.48178 0.39247 0.14473  -0.222
5 N 0.41697 -0.03429 1.02102  -0.051
6 C 0.50555 -1.35801 1.52087  -0.298
7 O 0.18012 -2.40569 0.61119  -0.072
8 H -2.26273 1.99057 -0.95833  0.055
9 H -1.09416 2.30299 0.45506  0.069
10 H -0.50048 1.31913 -2.35922  0.098
11 H 1.37724 2.49178 -0.31832  0.111
12 H 1.86218 1.39073 -1.63635  0.096
13 H 2.38681 0.61409 0.72667  0.116
14 H 1.77136 -0.43468 -0.50450  0.098
15 H -0.48552 0.36615 0.83472  0.074
16 H 1.50120 -1.49882 1.94896  0.117
17 H -0.13326 -1.52711 2.39541  0.125
18 H 0.63971 -2.33830 -0.23584  0.088
19 O -2.32905 -1.98651 -0.64369  -0.077
20 H -1.75054 -2.14879 0.12183  0.002
21 H -3.19914 -2.28966 -0.36852  0.028


Entry ii
ORCA calculation (ωB97M-V/def2-TZVPD) on a cluster of 2 separate species, C5H13NO2 in total.

For the HOMO energy, the calculation gives -8.51 eV. For the gap between HOMO and LUMO, the calculation gives 9.28 eV. Its SMILES is CCN[C@H](C)C=O.O.

Last column: Löwdin charge in e.
CARTESIAN COORDINATES (ANGSTROEM)
1 C -1.44278 -2.48091 -0.95986  -0.084
2 C -1.18877 -1.09570 -0.34514  -0.268
3 N 0.22513 -0.80831 -0.43251  -0.089
4 C 0.82678 0.35628 0.08491  -0.355
5 C 2.34697 0.28980 -0.40322  -0.040
6 C 1.02945 0.41699 1.64872  -0.218
7 O 1.08840 1.47908 2.22043  0.048
8 H -1.22966 -2.55471 -1.95768  0.031
9 H -0.71733 -3.07122 -0.35161  0.081
10 H -2.45875 -2.97489 -0.88262  0.096
11 H -1.88202 -0.38712 -0.76832  0.072
12 H -1.34471 -1.16855 0.76758  0.124
13 H 0.89994 -1.61267 -0.40268  0.133
14 H 0.24858 1.16515 -0.18744  0.101
15 H 2.34490 0.49018 -1.56103  0.116
16 H 2.84291 -0.64340 -0.11932  0.073
17 H 2.95867 1.13167 -0.08505  0.066
18 H 1.16110 -0.54731 2.14710  0.119
19 O -2.26497 1.99147 -1.21623  -0.072
20 H -2.11639 2.02398 -0.20472  0.094
21 H -2.30046 1.12389 -1.55268  -0.028


Most stable = entry i